Density functional theory data (wB97M-V/def2-TZVPD) for a molecular structure, C22H14Cl4MnN2O4.

The geometry in XYZ format:
```
47
Properties=species:S:1:pos:R:3:lowdin_spin:R:1
Mn -0.93 0.16 -0.52 3.75
O -0.79 1.99 -0.92 0.02
C 0.33 2.65 -0.65 0.00
C 0.28 4.04 -0.84 0.00
C 1.39 4.84 -0.64 0.00
C 2.59 4.28 -0.24 0.01
C 2.65 2.91 -0.05 0.00
C 1.55 2.07 -0.22 0.01
C 1.73 0.56 -0.02 0.01
N -0.21 0.53 1.28 -0.03
C 1.23 -1.46 1.47 0.00
C -0.13 -2.15 1.32 0.00
N -0.80 -1.85 0.06 -0.02
C -0.97 -2.80 -0.78 0.01
C -1.55 -2.73 -2.09 0.00
C -1.67 -3.93 -2.81 0.00
C -2.24 -3.97 -4.06 0.00
C -2.70 -2.77 -4.63 0.00
C -2.60 -1.59 -3.95 0.00
C -2.01 -1.51 -2.66 0.01
O -1.94 -0.36 -2.08 0.05
H -0.66 4.46 -1.17 0.00
H 1.31 5.91 -0.80 0.00
H 3.47 4.89 -0.09 0.00
H 3.59 2.46 0.23 0.00
H 2.81 0.35 0.00 0.00
H 1.65 -1.78 2.43 0.00
H 1.89 -1.80 0.68 0.00
H -0.80 -1.85 2.13 0.00
H 0.01 -3.23 1.40 0.00
H -0.65 -3.80 -0.47 0.00
H -1.31 -4.84 -2.35 0.00
H -2.32 -4.90 -4.60 0.00
H -3.15 -2.78 -5.62 0.00
H -2.95 -0.66 -4.38 0.00
Cl -0.08 0.85 5.96 0.00
C -0.01 0.96 4.22 0.00
C 1.33 1.24 3.70 0.00
Cl 2.33 2.20 4.75 0.00
C 1.87 0.73 2.58 0.00
Cl 3.61 0.68 2.47 0.00
C 1.15 0.10 1.42 0.00
O 1.08 -0.18 -0.96 0.13
C -1.27 0.60 2.05 0.01
O -2.40 0.58 1.55 0.05
C -1.13 0.66 3.54 0.00
Cl -2.58 0.27 4.38 0.00
```

## Properties
Total energy (eV): -115624.5263
Total charge: -1
Max |F| (hartree/bohr): 0.0113
2S+1: 5
Kohn-Sham gap (alpha / beta) (eV): 7.1 / 7.2
HOMO energy (alpha / beta) (eV): -4.66 / -4.80

Density functional theory data (wB97M-V/def2-TZVPD) for 3 unconnected molecules or ions with the total composition C3H3BrIO3 in a non-equilibrium geometry.

The geometry in XYZ format:
```
11
Properties=species:S:1:pos:R:3:lowdin_charge:R:1
C 0.98 1.55 2.51 -0.56
C -0.60 -0.51 -1.07 -0.08
C 0.22 -0.46 -2.31 -0.78
O 1.47 1.97 3.46 0.17
O 0.56 1.19 1.51 0.13
O 0.58 0.46 -2.98 0.03
Br 0.67 -2.30 -2.97 0.56
I -1.44 -0.39 4.14 -0.71
H -0.66 -1.51 -0.66 0.07
H -1.61 -0.16 -1.30 0.10
H -0.17 0.16 -0.33 0.07
```

## Properties
Total energy (eV): -87448.9000
Total charge: -1
Max |F| (hartree/bohr): 0.0336
Kohn-Sham gap (eV): 6.3
HOMO energy (eV): -3.70

Density functional theory data (wB97M-V/def2-TZVPD) for 2 unconnected molecules or ions with the total composition C35H32F2NSi in a non-equilibrium geometry.

The geometry in XYZ format:
```
71
Properties=species:S:1:pos:R:3:lowdin_charge:R:1
F 3.00 -5.39 3.96 0.06
C 2.64 -4.23 3.31 -0.20
C 2.47 -3.08 4.07 0.07
C 2.12 -1.90 3.40 -0.02
C 2.01 -1.87 2.01 0.03
C 2.09 -3.08 1.24 -0.16
C 1.75 -3.02 -0.14 0.15
C 1.32 -4.11 -0.95 -0.17
C 0.29 -3.85 -1.91 0.01
C -0.52 -4.88 -2.36 -0.03
C -0.28 -6.20 -1.95 0.06
C 0.86 -6.46 -1.19 -0.20
F 1.05 -7.74 -0.72 0.06
C 1.76 -5.46 -0.84 0.07
C 2.43 -4.28 1.93 0.10
H 2.59 -3.12 5.15 0.14
H 1.96 -0.98 3.98 0.12
H 1.77 -0.93 1.51 0.12
H 1.66 -2.02 -0.58 0.11
H 0.10 -2.82 -2.22 0.11
H -1.35 -4.68 -3.03 0.13
H -0.95 -7.02 -2.21 0.14
H 2.73 -5.72 -0.41 0.14
H 2.46 -5.24 1.43 0.11
C -3.93 -1.23 -0.05 -0.08
C -4.34 0.09 0.17 -0.08
C -3.40 1.13 0.20 -0.08
C -2.03 0.85 0.04 -0.24
Si -0.78 2.20 -0.22 0.76
C -1.55 3.89 -0.52 -0.23
C -1.35 4.91 0.43 -0.09
C -2.04 6.12 0.36 -0.07
C -2.94 6.35 -0.68 -0.08
C -3.11 5.37 -1.66 -0.08
C -2.41 4.16 -1.60 -0.10
C 0.27 2.55 1.27 -0.29
C -0.01 1.95 2.50 -0.09
C 0.95 1.99 3.51 -0.10
C 2.15 2.68 3.32 -0.09
C 2.34 3.44 2.16 -0.07
C 1.37 3.41 1.15 -0.11
C 0.60 1.57 -1.41 -0.35
C 0.38 2.01 -2.87 -0.15
C 0.74 0.77 -3.70 -0.16
C 1.43 -0.21 -2.74 -0.21
N 0.94 0.16 -1.41 -0.09
C -1.63 -0.50 0.03 -0.10
C -2.56 -1.53 -0.08 -0.09
H -4.67 -2.03 -0.16 0.11
H -5.40 0.31 0.31 0.11
H -3.72 2.17 0.32 0.11
H -0.65 4.77 1.25 0.09
H -1.87 6.87 1.14 0.11
H -3.50 7.29 -0.71 0.11
H -3.80 5.55 -2.48 0.10
H -2.53 3.41 -2.40 0.10
H -0.97 1.44 2.64 0.11
H 0.75 1.47 4.45 0.10
H 2.94 2.65 4.08 0.10
H 3.23 4.07 2.03 0.11
H 1.48 4.05 0.27 0.12
H 1.47 2.14 -1.03 0.10
H -0.64 2.37 -3.06 0.09
H 1.06 2.84 -3.08 0.12
H -0.15 0.30 -4.11 0.11
H 1.41 1.01 -4.53 0.11
H 1.19 -1.26 -2.95 0.08
H 2.53 -0.07 -2.83 0.12
H 1.58 -0.09 -0.66 0.08
H -0.57 -0.76 0.04 0.06
H -2.22 -2.56 -0.21 0.09
```

## Properties
Total energy (eV): -51608.6893
Total charge: +1
Max |F| (hartree/bohr): 0.0361
Kohn-Sham gap (eV): 4.3
HOMO energy (eV): -10.59

Density functional theory data (wB97M-V/def2-TZVPD) for 2 unconnected molecules or ions with the total composition C2H8N4O in a non-equilibrium geometry.

The geometry in XYZ format:
```
15
Properties=species:S:1:pos:R:3:lowdin_charge:R:1
C -0.52 -0.40 0.98 -0.36
C 0.44 -0.26 -0.15 0.05
N -0.30 0.21 2.12 0.27
N 1.47 -0.93 -0.51 0.30
N -1.53 -1.09 0.58 0.27
N -0.37 1.16 -1.75 0.18
O 0.61 1.47 -2.47 0.09
H 0.59 0.70 2.21 0.16
H -0.90 -0.10 2.86 0.16
H 1.82 -1.63 0.05 0.14
H 1.88 -0.73 -1.37 0.13
H -1.58 -1.29 -0.41 0.17
H -2.29 -1.15 1.23 0.17
H -0.51 1.82 -1.07 0.07
H 1.20 2.23 -2.32 0.19
```

## Properties
Total energy (eV): -10188.9987
Total charge: +2
Max |F| (hartree/bohr): 0.0746
Kohn-Sham gap (alpha / beta) (eV): 8.9 / 8.9
HOMO energy (alpha / beta) (eV): -18.97 / -18.97

Density functional theory data (wB97M-V/def2-TZVPD) for 2 unconnected molecules or ions with the total composition CH5FN4 in a non-equilibrium geometry.

The geometry in XYZ format:
```
11
Properties=species:S:1:pos:R:3:lowdin_charge:R:1
N -1.69 0.72 2.43 0.14
C -1.02 0.78 1.42 -0.35
N -0.52 0.94 0.36 0.06
N 0.34 0.28 -0.59 -0.18
N -0.17 -0.83 -1.24 0.00
H -2.00 1.15 3.35 0.12
H 0.47 1.13 -1.16 0.14
H -0.26 -1.83 -0.72 0.17
H -1.04 -0.59 -1.61 0.04
F 2.83 0.33 0.34 -0.20
H 1.91 0.53 -0.03 0.05
```

## Properties
Total energy (eV): -9792.2659
Max |F| (hartree/bohr): 0.0778
Kohn-Sham gap (eV): 9.9
SMILES: N=C=NNN.F
HOMO energy (eV): -9.24

Density functional theory data (wB97M-V/def2-TZVPD) for a molecular structure, C30H23BrN8S3V.

The geometry in XYZ format:
```
66
Properties=species:S:1:pos:R:3:lowdin_spin:R:1
V -1.49 -1.22 1.15 2.22
C -0.31 -5.30 -0.22 0.03
C -0.93 -4.29 0.50 0.02
N -0.83 -3.02 0.12 0.04
C -0.14 -2.74 -1.00 0.02
C 0.50 -3.78 -1.69 0.01
N 0.42 -5.04 -1.30 0.01
C -0.20 -1.35 -1.45 0.09
C 0.33 -0.88 -2.63 -0.01
C 0.08 0.44 -3.03 0.11
C -0.74 1.23 -2.21 -0.02
C -1.23 0.73 -1.02 0.11
N -0.94 -0.55 -0.64 0.10
C -2.13 1.41 -0.11 0.04
C -2.74 2.64 -0.36 0.00
N -3.62 3.17 0.46 0.03
C -3.92 2.48 1.57 0.04
C -3.31 1.28 1.86 0.03
N -2.40 0.75 1.03 0.06
C 0.64 0.98 -4.28 0.01
C 0.83 0.19 -5.40 0.02
C 1.37 0.75 -6.55 0.00
N 1.74 2.02 -6.65 0.02
C 1.56 2.78 -5.57 0.00
C 1.02 2.32 -4.38 0.02
H -0.39 -6.33 0.09 0.00
H -1.53 -4.49 1.38 0.00
H 1.08 -3.58 -2.59 0.00
H 0.93 -1.52 -3.26 0.00
H -1.00 2.23 -2.53 0.00
H -2.52 3.20 -1.27 0.00
H -4.65 2.90 2.24 0.00
H -3.52 0.71 2.76 0.00
H 0.53 -0.85 -5.41 0.00
H 1.52 0.14 -7.43 0.00
H 1.86 3.82 -5.66 0.00
H 0.93 2.99 -3.54 0.00
S -4.58 -2.89 4.09 0.03
C -3.45 -2.31 3.05 0.01
S -3.69 -2.19 1.32 -0.04
S -1.93 -1.60 3.53 -0.01
C 4.86 -2.13 2.45 0.00
C 3.41 -1.86 2.20 0.01
C 2.99 -0.79 1.42 0.00
C 1.63 -0.58 1.22 0.01
N 0.69 -1.37 1.76 0.00
C 1.09 -2.39 2.52 0.01
C 2.42 -2.67 2.76 0.00
H 5.50 -1.41 1.93 0.00
H 5.13 -3.13 2.11 0.00
H 5.09 -2.08 3.52 0.00
H 3.70 -0.12 0.96 0.00
H 1.28 0.25 0.63 0.00
H 0.30 -2.99 2.96 0.00
H 2.68 -3.51 3.39 0.00
Br -2.06 3.25 4.84 0.00
C -0.98 3.39 3.29 0.00
C -0.98 4.54 2.53 0.00
C -0.18 4.58 1.40 0.00
C 0.58 3.46 1.09 0.00
N 0.57 2.35 1.83 0.00
C -0.19 2.31 2.91 0.00
H -1.60 5.38 2.81 0.00
H -0.14 5.45 0.77 0.00
H 1.21 3.45 0.21 0.00
H -0.19 1.40 3.50 0.00
```

## Properties
Total energy (eV): -171642.5892
Max |F| (hartree/bohr): 0.0134
2S+1: 4
Kohn-Sham gap (alpha / beta) (eV): 5.4 / 5.6
HOMO energy (alpha / beta) (eV): -6.40 / -6.99

Density functional theory data (wB97M-V/def2-TZVPD) for C3H4N2OS in the gas phase in a non-equilibrium geometry.

The geometry in XYZ format:
```
11
Properties=species:S:1:pos:R:3:lowdin_charge:R:1
C 1.40 -1.01 -0.19 -0.27
C -0.50 0.41 -0.24 -0.55
C -1.93 0.53 0.03 -0.14
N 2.27 -1.85 -0.16 0.23
N 1.93 1.23 0.14 -0.44
O 0.13 -0.92 -0.30 0.04
S 0.52 1.70 0.14 0.88
H -2.34 -0.07 0.89 0.11
H -2.02 1.47 0.38 0.02
H -2.68 0.26 -0.69 0.07
H 3.21 -1.74 0.00 0.06
```

## Properties
Total energy (eV): -19033.2081
Max |F| (hartree/bohr): 0.0773
Kohn-Sham gap (alpha / beta) (eV): 8.0 / 8.0
HOMO energy (alpha / beta) (eV): -7.89 / -7.89